Record 1
The following is a quantum chemistry calculation of the molecule C5H9N, from OMol25.

Structure (XYZ):
```
15
Properties=species:S:1:pos:R:3:forces:R:3
N -1.2870 0.3240 -0.2420 0.4 -0.2 0.0
C -0.1433 -1.8106 -0.3201 -0.6 0.3 0.2
C -0.1409 -0.4899 -0.1411 0.7 -0.1 0.0
C 1.1340 0.2592 0.1736 0.6 -0.7 -0.1
C 1.0463 1.1951 1.3675 -0.8 0.7 -0.4
C -1.9698 0.2631 -1.2943 -0.7 0.2 -0.4
H 0.3506 2.0237 1.2020 -0.1 -0.2 -0.1
H 0.7386 -2.4106 -0.1564 0.0 0.0 -0.1
H 1.8831 -0.4950 0.4303 -0.1 -0.1 -0.1
H -2.8480 0.8983 -1.3747 -0.1 0.0 0.0
H 1.5124 0.6465 -0.7818 -0.2 0.7 0.3
H -1.0813 -2.2965 -0.5440 0.0 -0.3 0.0
H -1.7846 -0.3919 -2.1539 0.4 0.0 0.2
H 0.6132 0.6077 2.1741 0.2 0.1 0.4
H 1.9767 1.6770 1.6607 0.2 -0.4 0.0
```
Forces are in eV/Å.

- SMILES string = C=NC(=C)CC
- E_tot (Eh) = -250.61768
- ΔE to the lowest compared entry with this formula, charge and spin (kJ/mol) = 129.3
- LUMO (eV) = 1.135

Record 2
The following is a quantum chemistry calculation of a structure of composition C5H9N, from OMol25.

Structure (XYZ):
```
15
Properties=species:S:1:pos:R:3:forces:R:3
N -0.0119 1.5034 -0.8253 1.8 0.5 -0.3
C -0.8930 0.3656 1.0916 0.2 -0.4 0.2
C -0.0472 0.2073 -0.1527 -0.3 0.3 2.4
C 1.5287 0.3306 0.1410 -0.7 0.3 -0.3
C 1.2447 1.6470 -0.5228 -2.0 -1.8 -0.7
C -0.5663 -0.9927 -0.9247 0.2 1.1 -0.9
H 2.1111 0.4029 1.0773 -1.1 -0.3 0.1
H -1.6990 -1.0561 -0.9362 1.5 0.0 0.1
H -1.8333 0.7831 0.7422 -0.4 -0.2 0.4
H 1.9550 -0.4751 -0.4166 0.9 -0.1 -0.9
H -0.9791 -0.6556 1.4700 -0.5 0.2 0.4
H 1.8244 2.4840 -0.7240 1.1 1.6 -0.3
H -0.0487 -1.8305 -0.4774 -0.4 -0.6 -0.1
H -0.1706 -0.8317 -1.9407 -0.4 -0.6 0.0
H -0.4757 1.0075 1.8761 0.0 0.0 -0.3
```
Forces are in eV/Å.

- E_tot (Eh) = -250.59925
- ΔE to the lowest compared entry with this formula, charge and spin (kJ/mol) = 177.7
- LUMO (eV) = 1.045

Record 3
The following is a quantum chemistry calculation of a cluster of 2 separate species, C5H9N in total, from OMol25.

Structure (XYZ):
```
15
Properties=species:S:1:pos:R:3:forces:R:3
N 1.3231 -0.4484 -1.3652 -0.1 -0.6 0.1
C 0.7961 -1.5571 -1.1181 0.0 0.4 0.1
C 0.7403 1.5353 1.5929 -0.1 -0.1 -0.1
C -0.2430 1.1289 0.7964 0.2 0.0 0.0
C 0.1487 -0.8932 -2.2307 -0.1 0.0 -0.4
C -1.1459 -0.0318 1.0977 -0.1 0.0 0.1
H -1.1640 -0.7851 0.2995 0.1 0.2 0.1
H -0.7931 -0.3400 -2.1285 0.3 -0.2 0.1
H -0.4190 1.6530 -0.1430 0.0 0.0 0.1
H 0.8733 -2.3751 -0.4087 0.1 0.2 -0.2
H -2.1797 0.3124 1.2035 0.1 0.0 0.1
H 0.4067 -1.1895 -3.2450 -0.1 0.1 0.1
H 1.3620 2.3956 1.3566 -0.1 -0.2 0.0
H 0.9652 0.9981 2.5123 -0.1 0.1 -0.1
H -0.8441 -0.5235 2.0284 -0.1 0.1 -0.1
```
Forces are in eV/Å.

- SMILES string = C1=NC1.C=CC
- E_tot (Eh) = -250.55261
- ΔE to the lowest compared entry with this formula, charge and spin (kJ/mol) = 300.2
- LUMO (eV) = 1.131

Record 4
The following is a quantum chemistry calculation of the molecule C5H9N, from OMol25.

Structure (XYZ):
```
15
Properties=species:S:1:pos:R:3:forces:R:3
N -0.8721 -0.3666 -1.2029 -0.4 0.0 0.0
C -0.0177 -0.1241 -2.3467 0.0 0.1 0.0
C 0.6572 -0.1701 1.8616 0.1 0.1 -0.1
C -0.6579 0.5581 -0.0997 -0.1 0.0 0.1
C 0.6212 0.2437 0.6340 -0.1 0.1 -0.3
C 0.6731 -0.5625 3.0949 0.0 -0.2 0.4
H -0.3063 -0.7979 -3.1514 0.1 0.0 -0.1
H 0.7331 0.1362 3.9145 0.0 0.2 0.1
H 1.5392 0.3741 0.0775 0.2 0.0 0.1
H -0.6132 1.6091 -0.4460 0.0 -0.1 0.1
H -0.0686 0.9125 -2.7181 0.0 0.0 0.0
H -1.4964 0.4578 0.5929 0.1 0.1 -0.1
H -1.8440 -0.3211 -1.4920 0.1 0.0 0.1
H 0.6376 -1.6081 3.3567 0.0 -0.2 0.0
H 1.0148 -0.3412 -2.0753 0.1 0.0 -0.1
```
Forces are in eV/Å.

- SMILES string = C=C=CCNC
- E_tot (Eh) = -250.59013
- ΔE to the lowest compared entry with this formula, charge and spin (kJ/mol) = 201.7
- LUMO (eV) = 1.110

Record 5
The following is a quantum chemistry calculation of a cluster of 2 separate species, C5H9N in total, from OMol25.

Structure (XYZ):
```
15
Properties=species:S:1:pos:R:3:forces:R:3
N -2.3086 -0.9801 -0.9099 0.4 1.1 0.3
C 1.3847 0.9233 0.9701 0.8 1.4 0.0
C -0.4334 -0.8744 1.1492 1.9 0.3 -0.1
C -1.3103 -0.3674 -1.7450 0.1 0.9 1.2
C 2.6969 1.1868 1.2277 -0.9 -0.5 -1.0
C 0.6985 -0.2849 0.9591 -1.9 -0.2 1.0
H -0.9447 0.5694 -1.2418 -0.5 -0.3 -0.7
H -3.1352 -1.2192 -1.4528 0.4 -0.8 -0.2
H -0.3804 -0.9617 -1.7363 0.4 -0.3 -0.3
H 3.4203 0.3789 1.3287 -0.1 0.3 0.2
H -1.5505 -0.1428 -2.7822 -0.2 -0.1 -0.1
H -1.0163 -0.9404 2.0703 0.1 -0.1 -0.3
H -0.8534 -1.3186 0.2286 -1.3 -0.8 -0.3
H 3.0035 2.2279 1.1328 0.2 -0.4 0.4
H 0.7291 1.8031 0.8016 0.4 -0.6 0.0
```
Forces are in eV/Å.

- E_tot (Eh) = -250.38413
- ΔE to the lowest compared entry with this formula, charge and spin (kJ/mol) = 742.5
- LUMO (eV) = -2.234

Record 6
The following is a quantum chemistry calculation of the molecule C5H9N, from OMol25.

Structure (XYZ):
```
15
Properties=species:S:1:pos:R:3:forces:R:3
N -0.9349 -1.5376 1.2900 1.2 -1.1 0.5
C -0.2745 -0.3784 1.0986 0.0 1.2 -0.2
C 0.5599 1.4597 -0.1226 0.5 0.3 0.9
C -0.7795 -0.2896 -1.4218 1.0 -0.4 -0.7
C 0.0675 0.0578 -0.2302 -1.4 2.2 -0.2
C 1.5652 0.4286 0.1502 -0.4 -2.2 -0.3
H 2.1986 -0.0319 -0.6028 0.3 0.3 0.1
H 0.6971 2.0327 -1.0275 -0.3 -0.1 -0.3
H 0.5740 -1.2744 1.2329 0.0 -0.4 0.2
H -0.2122 -0.0502 -2.3226 0.1 0.0 -0.1
H -0.0892 0.3514 1.8855 -0.3 -0.1 0.2
H -0.9091 -1.7964 2.2833 -0.2 0.2 -0.2
H 0.2319 2.0347 0.7503 0.0 0.3 -0.3
H -1.6639 0.3422 -1.4723 -0.2 -0.2 0.2
H -1.0310 -1.3487 -1.4910 -0.2 0.1 0.2
```
Forces are in eV/Å.

- E_tot (Eh) = -250.39756
- ΔE to the lowest compared entry with this formula, charge and spin (kJ/mol) = 707.3
- LUMO (eV) = -0.373